The following is a quantum chemistry calculation of an isolated molecule of C3H5FOS, from the Open Molecules 2025 dataset.

Calculated values
ΔE to the lowest compared entry with this formula, charge and spin: 195.1 kJ/mol
total energy: -18789.8792 eV
orbital gap: 0.3736 Ha
largest force on an atom: 4.3 eV Å⁻¹
highest occupied orbital energy: -9.39 eV

```
! RIJCOSX wB97M-V def2-TZVPD def2/J DEFGRID3
* xyz 0 1
C 0.424 1.875 0.241
C -0.225 0.872 0.702
C -0.463 -1.624 -0.584
O 1.852 -0.631 0.195
F -1.380 0.939 1.357
S 0.494 -0.873 0.730
H 1.336 1.923 -0.454
H 0.065 2.874 0.323
H -1.400 -1.101 -0.845
H -0.809 -2.556 -0.186
H 0.106 -1.699 -1.478
*
```

natural (NBO) atomic charge list, values in e, 6 entries: C -0.4922; C 0.1883; C -0.8467; O -0.9632; F -0.3258; S 1.2302